Formula: C26H17Cl3N6NiO2S
Source: OMol25
Level of theory: wB97M-V/def2-TZVPD

Summary:
gap between HOMO and LUMO (alpha / beta): 7.63 / 7.64 eV
F_max: 0.4 eV/A
net charge: 0
multiplicity: 1

Element x y z (Å)
Ni: 0.800541 0.223721 0.362718
O: 1.544523 1.767875 1.047525
C: 1.933587 1.954598 2.277046
C: 2.312612 3.259065 2.667843
C: 2.732306 3.533409 3.947931
C: 2.805867 2.524285 4.914588
C: 2.450819 1.246202 4.556220
C: 2.013411 0.935430 3.257967
C: 1.662943 -0.427734 2.964821
N: 1.220219 -0.824960 1.830765
N: 0.927035 -2.174122 1.694246
C: 0.409008 -2.364942 0.518742
O: 0.241803 -1.423262 -0.355725
C: -0.010523 -3.738267 0.137743
C: -0.458836 -3.978575 -1.156726
C: -0.864359 -5.251777 -1.531129
C: -0.826953 -6.291331 -0.612644
C: -0.380513 -6.054372 0.682084
C: 0.027272 -4.784310 1.057382
H: 2.263956 4.035807 1.914116
H: 3.012781 4.547249 4.208944
H: 3.139241 2.745123 5.919440
H: 2.504761 0.443976 5.284542
H: 1.772261 -1.179555 3.742508
H: -0.493892 -3.155841 -1.860067
H: -1.209430 -5.432417 -2.541745
H: -1.144468 -7.284928 -0.903619
H: -0.351816 -6.863173 1.401098
H: 0.375564 -4.584036 2.061015
N: -0.729310 2.856926 -2.400855
C: -0.411077 1.852604 -3.295972
C: -0.570503 1.738082 -4.672634
C: -0.137935 0.558319 -5.246174
C: 0.436206 -0.464301 -4.473272
C: 0.587145 -0.344699 -3.106515
C: 0.144439 0.837998 -2.516428
N: 0.154250 1.240967 -1.186980
C: -0.387755 2.435917 -1.153347
C: -0.611980 3.307567 0.005458
C: -0.346493 4.643468 0.003265
S: -0.732215 5.304672 1.528574
C: -1.272980 3.753134 2.037387
N: -1.151021 2.811383 1.161916
H: -1.237757 3.702466 -2.591329
H: -1.008631 2.531162 -5.264802
H: -0.242131 0.418406 -6.313979
H: 0.766838 -1.370016 -4.964631
H: 1.013143 -1.130239 -2.498452
H: 0.107534 5.233257 -0.777229
H: -1.671037 3.598997 3.030474
Cl: -5.441096 -0.453977 -0.788197
C: -3.758497 -0.923891 -1.087869
Cl: -3.138771 -0.079287 -2.523819
Cl: -3.642958 -2.670670 -1.320252
C: -2.933950 -0.542271 0.053507
N: -2.193178 -0.249107 0.874527

Forces on atoms 1 to 2 (eV/Å):
Ni 0.028 -0.039 -0.050
O -0.037 -0.074 -0.023

Atomic partial charges in e from the Mulliken method, atoms 1 to 5:
1 Ni 0.05
2 O -0.94
3 C 0.34
4 C -0.28
5 C -0.57